No. 1
ORCA calculation (ωB97M-V/def2-TZVPD) on 2 unconnected molecules or ions with the total composition CH8NS at a distorted geometry.

Atoms and positions in Å:
N 1.96496 0.90676 0.56933
H 1.89868 1.59903 1.38903
H 1.04820 0.71144 0.24270
H 2.65356 1.39973 -0.08277
H 2.38762 0.07875 0.97349
C -1.72512 -0.72869 -0.99769
S -0.72496 -0.75433 0.55444
H -1.41710 -1.77819 -1.57286
H -2.82640 -0.71149 -0.89909
H -1.63294 0.19491 -1.66020
H -1.62649 -0.91791 1.48361

total charge: +1
energy relative to the best compared isomer or geometry (same formula, charge and spin): 20.2 kcal per mole
gap between HOMO and LUMO: 9.2 eV
electronic energy: -13484.532 eV
maximum force: 0.09396 hartree/bohr

=====

No. 2
ORCA calculation (ωB97M-V/def2-TZVPD) on 2 unconnected molecules or ions with the total composition C4H10O at a distorted geometry.

Atoms and positions in Å:
C -2.06351 -0.07445 2.60695
C -1.80328 0.43533 1.43611
C 0.00000 0.00000 0.00000
C -0.45626 0.92074 1.09822
H -3.07745 -0.34064 2.92675
H -1.25751 -0.16073 3.34460
H -2.60608 0.63524 0.71419
H -0.68820 -0.09868 -0.85629
H 0.11359 -0.98859 0.47582
H 0.98484 0.32481 -0.37577
H -0.40992 1.96178 0.72467
H 0.26379 0.83077 1.93421
O 1.57928 -5.30575 1.38812
H 2.04179 -4.59417 1.88613
H 1.15006 -4.84191 0.63389

energy relative to the best compared isomer or geometry (same formula, charge and spin): 26.8 kcal per mole
gap between HOMO and LUMO: 10.4 eV
electronic energy: -6356.641 eV
maximum force: 0.03653 hartree/bohr

=====

No. 3
ORCA calculation (ωB97M-V/def2-TZVPD) on a molecular structure, C24H29ClFeN2O4SSe3Te2.

Atoms and positions in Å:
Fe 0.24375 -3.13698 -0.96444
Se -2.01952 -1.67139 -0.36502
Te -2.22566 -4.11547 -0.17689
Te 0.12207 -5.85353 -0.87907
Se 2.10436 -4.79687 -1.79372
Cl -1.06200 -1.99931 -5.63802
C -0.73022 -3.70100 -5.19441
C -0.73546 -4.01126 -3.69810
O -0.91726 -5.20891 -3.43943
O -0.51059 -3.05952 -2.90456
H 0.26338 -3.93679 -5.57402
H -1.46762 -4.31506 -5.70125
C -0.93182 3.50492 -4.41737
C 0.33940 2.81661 -3.93569
C 0.32497 1.30203 -4.12422
C -0.64549 0.54523 -3.22462
N -0.39019 0.79803 -1.80757
C 0.63952 0.27174 -1.10988
Se 1.83663 -1.00275 -1.73454
N 0.58483 0.74277 0.15458
C 1.57194 0.44709 1.18590
C 2.84069 1.27137 1.00491
C 2.66611 2.77504 1.19661
C 2.41092 3.17772 2.64394
C -0.51162 1.57357 0.28009
C -1.04246 2.24952 1.37014
C -2.20739 2.96482 1.16267
C -2.83417 2.99281 -0.08558
C -2.31557 2.30892 -1.16981
C -1.13429 1.60712 -0.97092
H -0.86124 4.58976 -4.32489
H -1.80680 3.19134 -3.84914
H -1.12219 3.27097 -5.46687
H 0.51837 3.05467 -2.88200
H 1.19236 3.22568 -4.48355
H 1.32165 0.89126 -3.95227
H 0.06310 1.05933 -5.15673
H -0.56230 -0.53294 -3.37520
H -1.68461 0.81775 -3.41070
H 1.78558 -0.62089 1.11990
H 1.08864 0.62211 2.14762
H 3.22693 1.05732 0.00559
H 3.58477 0.89206 1.71148
H 1.85180 3.13408 0.55882
H 3.56888 3.27987 0.84276
H 1.45531 2.80654 3.01351
H 2.40250 4.26205 2.76025
H 3.18717 2.77757 3.29916
H -0.58131 2.19990 2.34507
H -2.65406 3.49811 1.99093
H -3.75627 3.54598 -0.20242
H -2.82384 2.29983 -2.12239
O -2.27226 -1.78734 6.89533
C -0.92282 -1.82084 6.72545
O -0.21459 -1.63675 7.68157
C -0.43010 -2.09654 5.35666
C 0.92987 -2.36108 5.18494
C 1.43879 -2.63571 3.93664
C 0.62844 -2.66015 2.78541
S 1.45138 -3.02666 1.28328
C -0.72574 -2.36605 2.96430
C -1.23844 -2.09659 4.21836
H -2.70047 -2.01226 6.06125
H 1.57408 -2.35085 6.05398
H 2.49484 -2.84631 3.82165
H -1.37836 -2.31337 2.10670
H -2.29633 -1.85230 4.26581

⟨S²⟩: 8.835
total charge: -1
energy relative to the best compared isomer or geometry (same formula, charge and spin): 0.0 kcal per mole
gap between HOMO and LUMO (alpha / beta): 5.7 / 5.4 eV
spin multiplicity: 6
electronic energy: -304905.557 eV
maximum force: 0.01934 hartree/bohr

=====

No. 4
ORCA calculation (ωB97M-V/def2-TZVPD) on C2H2ClNO2S2 in the gas phase at a distorted geometry.

Atoms and positions in Å:
C 0.71595 1.02204 -0.23066
C 0.47255 -0.14521 0.66985
N -0.20026 1.71473 -0.75662
O -0.26921 -1.30225 -1.51272
O -1.50265 -1.84234 0.62588
S -1.79919 0.93592 -0.40836
S -0.80942 -0.94700 -0.25773
Cl 2.34079 1.21742 -0.73248
H 1.26442 -0.76892 1.09601
H -0.21298 0.11563 1.50684

energy relative to the best compared isomer or geometry (same formula, charge and spin): 14.5 kcal per mole
gap between HOMO and LUMO: 9.8 eV
electronic energy: -41882.436 eV
maximum force: 0.03582 hartree/bohr

=====

No. 5
ORCA calculation (ωB97M-V/def2-TZVPD) on a molecular structure, C10H10F3N3O3Tc at a distorted geometry.

Atoms and positions in Å:
Tc -1.13389 0.85991 0.77622
N 0.22205 1.53195 2.34712
C 0.54125 0.33869 3.20050
C -0.64548 -0.62846 3.21741
O -0.84636 -1.46218 4.03727
N -1.51258 -0.37683 2.12853
C -2.76811 -1.11382 2.00640
C -3.57196 -0.54418 0.84485
O -4.62398 -0.82424 0.44266
O -2.81408 0.58464 0.19833
H 1.08591 1.95516 2.00794
H -0.21561 2.24822 2.92835
H 0.78085 0.62325 4.22364
H 1.40787 -0.17322 2.78013
H -3.36429 -1.02823 2.91864
H -2.60378 -2.18024 1.82806
F 2.78009 0.73391 -4.87344
C 2.54062 -0.36475 -4.17196
F 3.69380 -0.89907 -3.77782
F 1.89165 -1.24274 -4.93022
C 1.69431 -0.05182 -2.94074
C 1.21449 1.23122 -2.70161
C 0.45715 1.43958 -1.57408
N 0.16393 0.43914 -0.71011
C 0.62449 -0.81176 -0.95596
C 1.39995 -1.08595 -2.05532
H 1.42820 2.04769 -3.37738
H 0.06089 2.42547 -1.34327
H 0.34937 -1.58089 -0.24667
H 1.76324 -2.09044 -2.22746

⟨S²⟩: 0.803
total charge: +2
gap between HOMO and LUMO (alpha / beta): 7.2 / 7.4 eV
spin multiplicity: 2
electronic energy: -31478.060 eV
maximum force: 0.02564 hartree/bohr

=====

No. 6
ORCA calculation (ωB97M-V/def2-TZVPD) on 9 unconnected molecules or ions with the total composition C53H129F3N7O13S at a distorted geometry.

Atoms and positions in Å:
C -7.76569 -10.62485 -17.31397
C -8.06804 -12.03315 -17.83720
O -7.84069 -13.10595 -16.99147
H -8.53827 -10.23835 -16.64023
H -7.92423 -9.97801 -18.18113
H -6.76785 -10.57489 -16.87841
H -7.41066 -12.14012 -18.72617
H -9.07749 -11.98170 -18.29332
C -10.24505 -0.85350 -14.86416
C -10.30972 -2.11764 -15.75675
C -9.99261 -3.44621 -15.07756
C -11.05473 -3.88899 -14.11575
N -10.83267 -5.22801 -13.43705
C -10.28470 -6.29395 -14.40119
C -8.83292 -6.55255 -14.06167
C -8.82657 -6.34346 -12.51250
C -9.71168 -5.08026 -12.42303
C -12.09306 -5.65884 -12.77759
H -10.43219 -1.21984 -13.84923
H -11.05501 -0.16568 -15.09813
H -9.31920 -0.28461 -14.84760
H -9.53886 -1.94210 -16.50993
H -11.25562 -2.11217 -16.29802
H -8.98064 -3.48893 -14.67329
H -10.10014 -4.14463 -15.91436
H -11.98893 -3.91928 -14.68185
H -11.22666 -3.12353 -13.35487
H -10.78292 -7.22712 -14.13785
H -10.56710 -6.03999 -15.41823
H -8.53470 -7.55064 -14.37873
H -8.15517 -5.82266 -14.50638
H -9.43185 -7.14076 -12.07653
H -7.84456 -6.20572 -12.07456
H -10.17658 -4.95011 -11.44805
H -9.10449 -4.20739 -12.64878
H -11.94102 -6.57508 -12.20708
H -12.86842 -5.83058 -13.52049
H -12.40355 -4.90319 -12.05848
C -8.13962 -10.82374 -22.10010
C -9.60017 -11.06347 -21.78818
C -10.63472 -10.80880 -22.88157
C -10.51890 -11.74715 -24.05529
N -11.11166 -11.22239 -25.36041
C -10.83458 -12.24951 -26.44747
C -9.60290 -11.79057 -27.20813
C -9.84099 -10.28320 -27.26271
C -10.43802 -9.94880 -25.90573
C -12.58604 -11.05684 -25.09060
H -7.92635 -9.81640 -22.44728
H -7.68247 -11.66904 -22.62872
H -7.55826 -11.00501 -21.18718
H -9.77206 -10.43020 -20.91145
H -9.78229 -12.04339 -21.32711
H -10.52160 -9.80034 -23.28942
H -11.58058 -10.89623 -22.34272
H -11.04664 -12.69023 -23.90360
H -9.46977 -11.98560 -24.24143
H -11.65066 -12.15859 -27.16952
H -10.89300 -13.26926 -26.07360
H -9.62470 -12.17237 -28.22509
H -8.70389 -11.99928 -26.62772
H -10.54136 -10.06602 -28.06962
H -8.91847 -9.74698 -27.47409
H -11.16782 -9.14636 -25.98918
H -9.65581 -9.64790 -25.21090
H -12.95086 -10.64447 -26.03138
H -12.76606 -10.36433 -24.27626
H -13.08857 -12.00428 -24.91141
C -15.43702 -11.89640 -21.20539
O -14.18133 -11.21197 -21.20319
C -14.25365 -9.81857 -21.42361
C -14.53698 -9.05888 -20.14568
N -13.27712 -9.02082 -19.22207
H -12.56989 -8.36985 -19.56482
H -13.59025 -8.62584 -18.33194
C -12.63044 -10.31628 -18.83275
C -11.85778 -9.97780 -17.57030
O -12.81855 -9.58969 -16.60047
C -12.18829 -9.30435 -15.36182
H -15.36539 -12.93359 -20.88267
H -15.87254 -11.85961 -22.20424
H -16.00743 -11.39632 -20.41693
H -14.97854 -9.62833 -22.21817
H -13.26149 -9.52951 -21.77717
H -15.31971 -9.43027 -19.48650
H -14.68160 -7.97913 -20.18613
H -11.94477 -10.51305 -19.65695
H -13.38030 -11.10115 -18.83423
H -11.04020 -9.31588 -17.86950
H -11.38839 -10.90473 -17.22002
H -11.27012 -8.74048 -15.51272
H -12.08282 -10.25708 -14.82825
H -12.89480 -8.78618 -14.71044
C -9.30398 -13.21573 -11.39121
O -8.58442 -12.53500 -12.40446
C -9.22964 -12.48993 -13.63781
C -9.39430 -13.82722 -14.37628
N -8.08771 -14.54881 -14.46592
H -7.60911 -14.10049 -15.26786
H -7.55211 -14.43468 -13.60939
C -8.19503 -15.99814 -14.89300
C -6.85716 -16.69872 -15.12235
O -5.96242 -15.79148 -15.74718
C -4.98361 -16.43176 -16.51352
H -9.30884 -14.30443 -11.48941
H -10.31033 -12.78889 -11.34785
H -8.86222 -13.01195 -10.41565
H -8.77522 -11.74598 -14.29329
H -10.27539 -12.18741 -13.49009
H -9.88674 -13.79466 -15.34094
H -9.97240 -14.45488 -13.69110
H -8.81703 -15.96080 -15.78740
H -8.83982 -16.46991 -14.15072
H -6.98849 -17.61619 -15.70212
H -6.43352 -17.06863 -14.18331
H -5.42290 -17.05368 -17.30641
H -4.26597 -17.06904 -15.99142
H -4.45822 -15.66612 -17.08818
C -4.47491 -8.17510 -18.96852
O -3.99663 -9.51191 -18.97121
C -3.52331 -9.86182 -17.70904
C -3.07358 -11.32509 -17.76602
N -2.32868 -11.56562 -19.06865
H -2.70923 -10.86276 -19.73154
H -1.37802 -11.18978 -19.07638
C -2.56541 -12.86641 -19.73868
C -3.81118 -12.85297 -20.63500
O -3.46830 -11.84627 -21.57017
C -4.61446 -11.23475 -22.19190
H -5.14092 -7.98729 -19.80996
H -3.66251 -7.44868 -19.03866
H -5.08899 -8.00104 -18.08096
H -4.29313 -9.83931 -16.92473
H -2.76696 -9.19832 -17.27525
H -3.88841 -12.02452 -17.59389
H -2.29408 -11.58201 -17.04741
H -2.76119 -13.66529 -19.01940
H -1.65588 -13.11706 -20.27800
H -4.74733 -12.69438 -20.09105
H -3.82729 -13.77326 -21.22862
H -4.30855 -10.56722 -22.99200
H -5.15821 -10.71595 -21.40077
H -5.13921 -12.08773 -22.63359
C -12.39936 -14.16654 -20.20613
O -11.32291 -13.81728 -19.34128
C -11.16027 -14.69305 -18.24253
C -10.17960 -15.80899 -18.59341
N -8.88072 -15.10394 -19.01521
H -9.11907 -14.74040 -19.93776
H -8.63996 -14.24792 -18.48516
C -7.58545 -15.90644 -18.98400
C -7.67713 -17.28708 -19.55450
O -8.54880 -18.13896 -18.83308
C -8.67678 -19.45168 -19.37162
H -12.12353 -15.02841 -20.82300
H -12.55990 -13.37073 -20.93452
H -13.36109 -14.36852 -19.73315
H -12.11684 -15.07586 -17.88215
H -10.71230 -14.05262 -17.47752
H -10.32124 -16.38092 -19.50999
H -10.05853 -16.56285 -17.81864
H -7.33509 -15.92010 -17.92344
H -6.90971 -15.22847 -19.50177
H -6.69231 -17.76413 -19.55909
H -8.08553 -17.27555 -20.57292
H -7.77805 -20.02449 -19.13808
H -8.87136 -19.40252 -20.44564
H -9.53350 -19.93268 -18.90626
C -4.97982 -13.42808 -8.04100
C -5.17312 -13.70638 -9.53775
N -3.97983 -13.47795 -10.45037
C -3.60502 -12.00293 -10.49772
C -2.70970 -14.11061 -9.86738
C -2.74354 -15.63121 -9.67533
C -4.19043 -14.11954 -11.81761
C -5.15148 -13.40728 -12.77292
O -4.67372 -12.15307 -13.14539
C -5.44391 -11.46546 -14.06767
H -4.07494 -13.86890 -7.62899
H -5.84630 -13.74021 -7.46780
H -4.77556 -12.35557 -7.99831
H -6.00575 -13.24020 -10.06448
H -5.42297 -14.77046 -9.59170
H -2.79673 -11.83674 -11.19951
H -3.51277 -11.58809 -9.49612
H -4.46066 -11.41172 -10.83142
H -2.52185 -13.66592 -8.89155
H -1.83429 -13.79364 -10.43260
H -2.93557 -16.19170 -10.59042
H -3.46808 -15.94871 -8.92285
H -1.81187 -16.03265 -9.27594
H -4.56709 -15.10292 -11.53591
H -3.22067 -14.33549 -12.26211
H -6.18143 -13.38478 -12.39525
H -5.18754 -14.02563 -13.68325
H -5.31340 -11.80426 -15.10490
H -5.20733 -10.40413 -14.19940
H -6.50467 -11.43963 -13.79164
C -8.79225 -7.05689 -18.51427
F -7.54691 -7.36210 -18.90292
F -9.33443 -7.98688 -17.70107
F -8.70041 -5.91716 -17.83785
S -9.84677 -6.78427 -20.07555
O -11.26954 -6.91677 -19.71564
O -9.60330 -5.40961 -20.43294
O -9.37195 -7.74307 -21.04667

total charge: +5
gap between HOMO and LUMO: 8.4 eV
electronic energy: -113036.866 eV
maximum force: 0.05788 hartree/bohr

=====

Please write out number 1 again, unchanged.
ORCA calculation (ωB97M-V/def2-TZVPD) on 2 unconnected molecules or ions with the total composition CH8NS at a distorted geometry.

Atoms and positions in Å:
N 1.96496 0.90676 0.56933
H 1.89868 1.59903 1.38903
H 1.04820 0.71144 0.24270
H 2.65356 1.39973 -0.08277
H 2.38762 0.07875 0.97349
C -1.72512 -0.72869 -0.99769
S -0.72496 -0.75433 0.55444
H -1.41710 -1.77819 -1.57286
H -2.82640 -0.71149 -0.89909
H -1.63294 0.19491 -1.66020
H -1.62649 -0.91791 1.48361

total charge: +1
energy relative to the best compared isomer or geometry (same formula, charge and spin): 20.2 kcal per mole
gap between HOMO and LUMO: 9.2 eV
electronic energy: -13484.532 eV
maximum force: 0.09396 hartree/bohr

=====

- What is the maximum force in the second record?
  0.03653 hartree/bohr

=====

- What is the formula in the third record?
  C24H29ClFeN2O4SSe3Te2